# 1
A 7-piece molecular cluster, H12IO6 overall in a non-equilibrium geometry. Source: the Open Molecules 2025 dataset; level of theory: ωB97M-V/def2-TZVPD.

XYZ file:
```
19
Properties=species:S:1:pos:R:3:nbo_charge:R:1
I 0.56 0.18 -0.22 -0.92
O 0.70 -3.10 1.15 -0.96
H 0.92 -2.18 1.01 0.48
H 0.21 -2.99 2.01 0.46
O 1.17 -2.14 -2.69 -0.94
H 0.60 -1.89 -3.43 0.46
H 0.64 -1.93 -1.96 0.48
O 0.09 1.41 -4.00 -0.99
H 0.79 1.81 -4.54 0.47
H 0.43 1.09 -3.07 0.51
O 0.33 3.35 1.48 -0.96
H 0.21 2.43 1.19 0.49
H 1.13 3.49 1.07 0.45
O 0.18 -0.34 3.54 -0.97
H -0.26 0.46 3.81 0.46
H 0.41 -0.01 2.56 0.49
O -2.87 0.20 0.32 -0.92
H -2.03 -0.01 0.51 0.47
H -3.20 0.16 1.26 0.44
```

Output
- Kohn-Sham gap: 8.36 eV
- Energy relative to the best compared isomer or geometry (same formula, charge and spin): 127.6 kJ/mol
- Calculated total energy: -20583.272 eV
- LUMO level: 3.13 eV
- F_max: 6.2 eV Å⁻¹
- Total charge: -1
- HOMO energy: -5.2 eV

# 2
The molecule C5H8N2. Source: the Open Molecules 2025 dataset; level of theory: ωB97M-V/def2-TZVPD.

XYZ file:
```
15
Properties=species:S:1:pos:R:3:nbo_charge:R:1
C -2.35 -0.10 -0.23 -0.59
C -0.92 0.36 0.03 -0.36
C -0.20 1.32 -0.90 0.10
N 1.07 1.01 -0.63 -0.59
C 1.29 -0.15 0.17 0.31
N 2.60 -0.54 0.43 -0.81
C 0.09 -0.62 0.54 -0.34
H -2.41 -0.91 -0.96 0.21
H -2.80 -0.47 0.70 0.21
H -2.96 0.74 -0.58 0.22
H -0.99 1.19 0.77 0.26
H 1.84 1.63 -0.87 0.40
H 2.64 -1.48 0.80 0.39
H 3.21 -0.46 -0.38 0.37
H -0.10 -1.53 1.10 0.22
```

Output
- Kohn-Sham gap: 8.97 eV
- Energy relative to the best compared isomer or geometry (same formula, charge and spin): 226.2 kJ/mol
- Calculated total energy: -8292.652 eV
- LUMO level: 0.81 eV
- F_max: 0.6 eV Å⁻¹
- Total charge: 0
- HOMO energy: -8.2 eV

# 3
The molecule C18H25N3O3 in a non-equilibrium geometry. Source: the Open Molecules 2025 dataset; level of theory: ωB97M-V/def2-TZVPD.

XYZ file:
```
49
Properties=species:S:1:pos:R:3:nbo_charge:R:1
O 0.56 -1.68 -2.41 -0.62
C 0.55 -1.30 -1.25 0.68
N -0.50 -1.47 -0.42 -0.62
H -0.44 -1.13 0.53 0.40
C -1.72 -2.15 -0.81 -0.06
C -2.89 -1.17 -0.94 -0.40
C -3.30 -0.60 0.42 -0.40
C -3.67 -1.73 1.37 -0.40
C -2.50 -2.69 1.55 -0.40
C -2.06 -3.26 0.20 -0.40
H -2.87 -3.86 -0.22 0.21
H -1.20 -3.91 0.33 0.22
H -1.66 -2.17 2.02 0.18
H -2.79 -3.51 2.20 0.22
H -4.53 -2.27 0.97 0.20
H -3.96 -1.31 2.34 0.21
H -2.47 -0.02 0.84 0.19
H -4.15 0.08 0.29 0.21
H -3.73 -1.70 -1.38 0.21
H -2.60 -0.37 -1.62 0.21
H -1.50 -2.59 -1.79 0.24
C 1.73 -0.67 -0.58 -0.21
C 2.91 -1.39 -0.62 -0.11
C 4.02 -0.97 0.10 -0.04
C 3.94 0.18 0.89 -0.14
C 2.79 0.92 0.91 -0.30
C 1.66 0.54 0.15 0.31
N 0.51 1.29 0.15 -0.46
C -0.18 1.58 -1.10 -0.21
H 0.00 0.79 -1.82 0.23
C 0.28 2.92 -1.67 -0.41
C 0.05 4.04 -0.67 -0.40
C 0.75 3.71 0.65 -0.42
C 0.28 2.33 1.13 -0.22
H 0.75 2.06 2.07 0.21
H -0.81 2.37 1.30 0.20
H 1.83 3.70 0.49 0.20
H 0.52 4.46 1.41 0.21
H 0.42 4.99 -1.06 0.21
H -1.03 4.15 -0.49 0.19
H -0.25 3.12 -2.60 0.22
H 1.35 2.85 -1.90 0.20
H -1.26 1.62 -0.89 0.19
H 2.77 1.82 1.50 0.22
H 4.81 0.49 1.45 0.25
N 5.23 -1.73 0.06 0.53
O 5.26 -2.73 -0.63 -0.38
O 6.17 -1.33 0.73 -0.39
H 2.96 -2.30 -1.20 0.26
```

Output
- Kohn-Sham gap: 8.13 eV
- Energy relative to the best compared isomer or geometry (same formula, charge and spin): 364.1 kJ/mol
- SMILES string: O=C(NC1CCCCC1)c1cc([N+](=O)[O-])ccc1N1CCCCC1
- Calculated total energy: -29683.205 eV
- LUMO level: -0.23 eV
- F_max: 1.5 eV Å⁻¹
- Total charge: 0
- HOMO energy: -8.4 eV

# 4
C2H3N2OP as an isolated structure in a non-equilibrium geometry. Source: the Open Molecules 2025 dataset; level of theory: ωB97M-V/def2-TZVPD.

XYZ file:
```
9
Properties=species:S:1:pos:R:3:nbo_charge:R:1
C 0.53 -1.33 0.24 -0.08
C 0.15 -0.06 0.51 -0.61
N -0.49 -2.15 -0.13 -0.17
N -1.65 -1.68 -0.33 -0.45
O -2.25 1.24 -0.24 -0.95
P -1.60 -0.13 0.42 1.29
H 1.45 -1.67 0.09 0.20
H 0.96 0.59 0.92 0.26
H -2.20 1.26 -1.29 0.51
```

Output
- Kohn-Sham gap: 8.24 eV
- Energy relative to the best compared isomer or geometry (same formula, charge and spin): 181.0 kJ/mol
- Calculated total energy: -16436.571 eV
- LUMO level: -0.80 eV
- F_max: 4.3 eV Å⁻¹
- Total charge: 0
- HOMO energy: -9.0 eV

# 5
C24H23CoN6O2 as an isolated structure in a non-equilibrium geometry. Source: the Open Molecules 2025 dataset; level of theory: ωB97M-V/def2-TZVPD.

XYZ file:
```
56
Properties=species:S:1:pos:R:3:nbo_charge:R:1
Co 0.48 -18.46 3.88 1.54
C -1.41 -20.60 4.53 -0.27
N -0.88 -20.07 3.25 -0.49
C -0.04 -21.07 2.55 -0.26
C 1.44 -20.71 2.54 0.23
C 2.37 -21.35 1.73 -0.22
C 3.71 -21.02 1.77 -0.11
C 4.13 -20.03 2.67 -0.23
C 3.17 -19.42 3.44 0.06
N 1.86 -19.65 3.26 -0.57
C -1.88 -19.31 2.48 -0.27
C -2.07 -17.91 3.03 0.23
C -2.64 -16.84 2.33 -0.22
C -2.73 -15.57 2.92 -0.12
C -2.27 -15.39 4.22 -0.24
C -1.55 -16.41 4.78 0.06
N -1.35 -17.57 4.13 -0.58
C -0.57 -20.30 5.73 0.23
C -0.68 -20.98 6.97 -0.22
C 0.12 -20.63 8.05 -0.11
C 1.02 -19.58 7.90 -0.23
C 1.10 -18.96 6.68 0.05
N 0.33 -19.31 5.63 -0.57
H -1.54 -21.69 4.43 0.23
H -2.41 -20.17 4.68 0.25
H -0.41 -21.21 1.50 0.25
H -0.16 -22.02 3.08 0.24
H 2.01 -22.09 1.02 0.25
H 4.42 -21.51 1.11 0.26
H 5.18 -19.74 2.76 0.26
H 3.39 -18.65 4.19 0.22
H -2.84 -19.85 2.45 0.24
H -1.49 -19.21 1.46 0.25
H -2.99 -17.00 1.30 0.25
H -3.23 -14.76 2.39 0.26
H -2.42 -14.45 4.76 0.26
H -1.05 -16.31 5.74 0.22
H -1.42 -21.79 7.07 0.25
H 0.02 -21.15 9.01 0.26
H 1.68 -19.25 8.71 0.26
H 1.78 -18.13 6.51 0.21
O 0.67 -17.69 2.04 -0.43
N 1.39 -16.64 1.93 0.21
N 1.76 -16.13 3.08 0.18
O 1.47 -16.84 4.15 -0.49
C 2.52 -15.00 3.10 0.10
C 3.10 -14.56 4.29 -0.20
C 3.91 -13.44 4.30 -0.20
C 4.11 -12.72 3.13 -0.13
C 3.54 -13.15 1.93 -0.19
C 2.76 -14.29 1.90 -0.19
H 2.87 -15.12 5.23 0.24
H 4.37 -13.10 5.24 0.25
H 4.72 -11.83 3.15 0.25
H 3.70 -12.57 1.02 0.25
H 2.32 -14.61 0.94 0.26
```

Output
- Kohn-Sham gap (spin up / spin down): 8.24 / 5.69 eV
- Expectation value of S²: 6.027
- Calculated total energy: -75906.643 eV
- LUMO level (spin up / spin down): -6.37 / -8.72 eV
- F_max: 4.0 eV Å⁻¹
- Total charge: +2
- HOMO energy (spin up / spin down): -14.6 / -14.4 eV
- Multiplicity: 5

# 6
C3H6Br4N2O as an isolated structure in a non-equilibrium geometry. Source: the Open Molecules 2025 dataset; level of theory: ωB97M-V/def2-TZVPD.

XYZ file:
```
16
Properties=species:S:1:pos:R:3:nbo_charge:R:1
C -0.91 0.13 -0.75 0.63
C -1.90 -0.06 0.34 -0.19
C 1.45 0.01 -0.16 -0.31
N -1.26 0.15 1.72 -0.73
N 2.14 0.05 -1.56 -0.78
O -0.98 0.22 -1.93 -0.36
Br -2.73 -1.90 0.19 0.27
Br -3.39 1.34 0.40 0.25
Br 1.82 -1.71 0.59 0.19
Br 2.08 1.51 0.83 0.20
H -0.52 0.86 1.66 0.47
H -1.94 0.07 2.47 0.49
H -0.68 -0.58 2.03 0.45
H 2.86 0.76 -1.70 0.47
H 1.42 0.03 -2.35 0.47
H 2.55 -0.88 -1.78 0.46
```

Output
- Kohn-Sham gap (spin up / spin down): 7.49 / 7.49 eV
- Energy relative to the best compared isomer or geometry (same formula, charge and spin): 146.5 kJ/mol
- Calculated total energy: -288384.238 eV
- LUMO level (spin up / spin down): -9.51 / -9.51 eV
- F_max: 4.0 eV Å⁻¹
- Total charge: +2
- HOMO energy (spin up / spin down): -17.0 / -17.0 eV

# 7
C25H14Cl2MnN5O6 as an isolated structure. Source: the Open Molecules 2025 dataset; level of theory: ωB97M-V/def2-TZVPD.

XYZ file:
```
53
Properties=species:S:1:pos:R:3:nbo_charge:R:1
Mn -0.16 -0.02 0.20 1.18
Cl 1.82 -6.31 2.10 0.25
C 1.06 -4.83 1.96 0.04
C 1.46 -3.94 1.02 -0.33
C 0.76 -2.70 0.96 0.41
N 1.00 -1.69 0.19 -0.44
C 2.12 -1.61 -0.74 0.67
O 2.43 -2.50 -1.46 -0.42
C 2.76 -0.31 -0.49 0.03
C 4.06 -0.01 -0.82 -0.14
C 4.61 1.16 -0.30 -0.10
C 3.85 1.93 0.56 -0.18
C 2.53 1.57 0.83 0.07
N 2.00 0.47 0.29 -0.38
C -0.37 -2.39 1.89 0.33
C -0.75 -3.34 2.86 -0.32
C -0.07 -4.52 2.90 0.05
Cl -0.49 -5.66 4.04 0.28
N -0.88 -1.22 1.61 -0.51
C -2.06 -0.73 2.25 0.66
O -2.39 -0.99 3.36 -0.42
C -2.84 0.05 1.26 0.09
C -4.15 0.40 1.49 -0.15
C -4.86 1.01 0.46 -0.08
C -4.22 1.22 -0.75 -0.19
C -2.89 0.87 -0.89 0.08
N -2.20 0.29 0.09 -0.39
H 2.25 -4.17 0.34 0.29
H 4.63 -0.69 -1.45 0.28
H 5.63 1.43 -0.52 0.27
H 4.26 2.81 1.04 0.28
H 1.92 2.13 1.52 0.25
H -1.55 -3.13 3.56 0.30
H -4.59 0.17 2.45 0.28
H -5.89 1.29 0.60 0.27
H -4.74 1.67 -1.59 0.27
H -2.38 1.06 -1.82 0.21
O -0.08 -0.55 -3.92 -0.57
C -0.13 -0.16 -2.69 0.82
O -0.34 -0.90 -1.72 -0.59
C 0.03 1.28 -2.42 0.04
C 0.09 2.34 -3.31 -0.14
C 0.06 3.63 -2.78 -0.10
C -0.07 3.82 -1.41 -0.14
C -0.11 2.70 -0.60 0.11
N -0.03 1.48 -1.10 -0.37
C -0.29 2.66 0.89 0.73
O -0.46 3.61 1.58 -0.43
O -0.22 1.39 1.34 -0.60
H -0.21 -1.51 -4.04 0.55
H 0.14 2.15 -4.38 0.28
H 0.10 4.49 -3.45 0.28
H -0.14 4.81 -0.98 0.29
```

Output
- Kohn-Sham gap (spin up / spin down): 6.26 / 6.29 eV
- Energy relative to the best compared isomer or geometry (same formula, charge and spin): 0.0 kJ/mol
- Expectation value of S²: 0.971
- Calculated total energy: -102225.642 eV
- LUMO level (spin up / spin down): -11.91 / -11.92 eV
- F_max: 0.8 eV Å⁻¹
- Total charge: +3
- HOMO energy (spin up / spin down): -18.2 / -18.2 eV
- Multiplicity: 2

# 8
The molecule C20H22N2O4 in a non-equilibrium geometry. Source: the Open Molecules 2025 dataset; level of theory: ωB97M-V/def2-TZVPD.

XYZ file:
```
48
Properties=species:S:1:pos:R:3:nbo_charge:R:1
C 3.64 -1.89 3.58 -0.62
C 2.58 -1.42 2.60 0.10
C 1.17 -1.50 3.20 -0.25
N 0.19 -1.17 2.19 -0.42
C -0.47 0.01 2.25 0.65
O -0.35 0.80 3.17 -0.63
C -1.38 0.29 1.08 0.08
C -2.58 -0.30 0.94 -0.21
C -3.55 -0.05 -0.08 0.23
C -3.70 0.90 -1.06 -0.26
C -4.91 0.61 -1.72 -0.32
C -5.42 -0.49 -1.11 0.10
O -4.62 -0.90 -0.12 -0.39
H -6.31 -1.06 -1.28 0.20
H -5.34 1.15 -2.54 0.23
H -3.04 1.71 -1.27 0.23
H -2.86 -1.04 1.67 0.23
N -0.82 1.20 0.16 -0.63
C -0.55 0.86 -1.13 0.65
O -0.85 -0.23 -1.60 -0.61
C 0.11 1.92 -1.93 -0.08
C 1.04 2.81 -1.39 -0.21
C 1.63 3.77 -2.20 -0.21
C 1.29 3.86 -3.54 -0.19
C 0.38 2.97 -4.08 -0.21
C -0.20 2.00 -3.28 -0.18
H -0.91 1.29 -3.69 0.23
H 0.12 3.03 -5.13 0.22
H 1.75 4.62 -4.16 0.22
H 2.35 4.45 -1.78 0.22
H 1.34 2.74 -0.35 0.21
H -0.42 2.03 0.55 0.42
C 0.30 -1.99 1.01 -0.26
H -0.42 -1.69 0.25 0.26
C 1.73 -1.87 0.45 0.10
C 1.93 -2.76 -0.76 -0.62
H 2.95 -2.66 -1.13 0.22
H 1.23 -2.47 -1.54 0.23
H 1.76 -3.80 -0.49 0.21
O 2.67 -2.23 1.44 -0.53
H 1.90 -0.81 0.17 0.16
H 0.12 -3.03 1.29 0.20
H 1.06 -0.80 4.03 0.25
H 0.98 -2.52 3.55 0.20
H 2.77 -0.37 2.31 0.16
H 3.62 -1.26 4.47 0.21
H 4.62 -1.83 3.12 0.22
H 3.45 -2.92 3.86 0.21
```

Output
- Kohn-Sham gap: 8.52 eV
- Energy relative to the best compared isomer or geometry (same formula, charge and spin): 245.2 kJ/mol
- SMILES string: C[C@@H]1CN(C(=O)/C(=C/c2ccco2)NC(=O)c2ccccc2)C[C@H](C)O1
- Calculated total energy: -32267.244 eV
- LUMO level: 0.46 eV
- F_max: 1.1 eV Å⁻¹
- Total charge: 0
- HOMO energy: -8.1 eV

# 9
The molecule C4H6O2. Source: the Open Molecules 2025 dataset; level of theory: ωB97M-V/def2-TZVPD.

XYZ file:
```
12
Properties=species:S:1:pos:R:3:nbo_charge:R:1
O 0.57 0.00 1.64 -0.71
C -0.45 0.20 0.69 0.10
C 0.12 1.16 -0.38 -0.53
C 0.63 -0.12 -1.06 0.62
O 1.59 -0.40 -1.72 -0.51
C -0.46 -0.94 -0.36 -0.55
H 0.59 -0.93 1.88 0.47
H -1.40 0.47 1.17 0.18
H 0.84 1.91 -0.05 0.24
H -0.68 1.61 -0.98 0.23
H -1.38 -0.92 -0.95 0.24
H -0.25 -1.96 -0.03 0.22
```

Output
- Kohn-Sham gap: 10.47 eV
- Energy relative to the best compared isomer or geometry (same formula, charge and spin): 134.5 kJ/mol
- SMILES string: O=C1CC(O)C1
- Calculated total energy: -8339.067 eV
- LUMO level: 0.77 eV
- F_max: 0.6 eV Å⁻¹
- Total charge: 0
- HOMO energy: -9.7 eV

# 10
C4H7NO as an isolated structure in a non-equilibrium geometry. Source: the Open Molecules 2025 dataset; level of theory: ωB97M-V/def2-TZVPD.

XYZ file:
```
13
Properties=species:S:1:pos:R:3:nbo_charge:R:1
O -0.72 -1.28 -1.41 -0.70
C 0.38 -0.80 -0.70 0.07
C 0.68 0.72 -0.78 -0.41
C 0.11 1.03 0.73 -0.10
N -1.19 0.43 0.82 -0.63
C 0.10 -0.46 0.78 -0.10
H -1.49 -0.82 -1.03 0.49
H 1.22 -1.48 -0.88 0.20
H 0.10 1.26 -1.51 0.22
H 1.76 0.90 -0.84 0.22
H 0.51 1.89 1.28 0.22
H -1.23 -0.30 1.79 0.36
H -0.22 -1.09 1.75 0.17
```

Output
- Kohn-Sham gap: 10.28 eV
- Energy relative to the best compared isomer or geometry (same formula, charge and spin): 521.9 kJ/mol
- Calculated total energy: -7794.236 eV
- LUMO level: 0.88 eV
- F_max: 4.9 eV Å⁻¹
- Total charge: 0
- HOMO energy: -9.4 eV

# 11
C4H4OS as an isolated structure in a non-equilibrium geometry. Source: the Open Molecules 2025 dataset; level of theory: ωB97M-V/def2-TZVPD.

XYZ file:
```
10
Properties=species:S:1:pos:R:3:nbo_charge:R:1
C -2.04 0.55 -0.01 -0.84
C 0.39 0.19 0.03 0.31
C 1.75 -0.16 -0.14 -0.14
C 3.05 -0.25 0.10 -0.15
H -1.37 1.76 -0.54 0.36
H -3.16 0.41 -0.88 0.22
H -2.33 0.86 1.11 0.23
H 4.30 0.18 -0.31 0.32
O 0.03 1.42 0.06 -0.56
S -1.04 -1.03 0.01 0.23
```

Output
- Kohn-Sham gap: 7.84 eV
- Energy relative to the best compared isomer or geometry (same formula, charge and spin): 792.8 kJ/mol
- Calculated total energy: -17086.928 eV
- LUMO level: -1.22 eV
- F_max: 9.1 eV Å⁻¹
- Total charge: 0
- HOMO energy: -9.1 eV

# 12
A 2-piece molecular cluster, C7H9N3O overall in a non-equilibrium geometry. Source: the Open Molecules 2025 dataset; level of theory: ωB97M-V/def2-TZVPD.

XYZ file:
```
20
Properties=species:S:1:pos:R:3:nbo_charge:R:1
C -4.04 -0.41 -0.27 0.25
C -2.18 0.44 -0.48 0.62
C 2.45 -1.03 0.01 -0.38
C 2.38 0.32 -0.68 -0.41
C 0.94 -1.01 0.43 -0.41
C 0.45 1.62 0.51 -0.34
C 0.98 0.42 -0.13 0.02
N -3.37 -0.62 0.82 -0.26
N -2.14 -0.10 0.69 -0.42
N 0.07 1.29 -0.84 -0.15
O -3.27 0.29 -1.18 -0.44
H -4.95 -0.89 -0.49 0.21
H 2.74 -1.76 -0.62 0.20
H 3.16 -1.22 0.90 0.20
H 3.00 1.11 -0.32 0.21
H 2.30 0.21 -1.68 0.21
H 0.37 -1.84 -0.10 0.22
H 0.48 -0.88 1.47 0.24
H -0.33 1.47 1.21 0.23
H 0.97 2.58 0.78 0.21
```

Output
- Kohn-Sham gap (spin up / spin down): 9.81 / 7.73 eV
- Energy relative to the best compared isomer or geometry (same formula, charge and spin): 458.4 kJ/mol
- Expectation value of S²: 2.014
- Calculated total energy: -13913.931 eV
- LUMO level (spin up / spin down): 1.00 / -2.03 eV
- F_max: 5.0 eV Å⁻¹
- Total charge: 0
- HOMO energy (spin up / spin down): -8.8 / -9.8 eV
- Multiplicity: 3